(1)
143
Properties=species:S:1:pos:R:3:mulliken_spin:R:1 method="wB97M-V/def2-TZVPD" e_homo_ha="-0.3247 / -0.3249" gap_ev="6.60 / 7.73" spin_multiplicity=4
Cr 1.825 1.943 -0.273 3.251
S 0.039 -0.075 -0.352 -0.007
F 1.853 3.571 -1.562 0.007
O -4.276 3.107 -3.819 0.000
O -5.336 -3.911 -1.670 0.000
O 0.169 -1.386 -0.952 -0.008
O 5.449 1.071 -2.988 -0.001
O 3.507 0.767 6.550 0.000
O 1.179 0.237 0.523 -0.183
O 0.204 5.066 3.062 0.000
O -1.233 0.172 0.288 0.005
O 3.399 -1.249 -6.159 0.000
O 2.629 -3.271 2.378 0.000
O 0.282 1.061 -1.214 -0.080
O -4.676 -0.376 3.691 0.000
N 1.320 -0.549 -3.409 0.004
N 0.621 2.937 1.224 0.019
N -0.912 -2.624 1.764 0.000
N 3.167 0.898 -1.575 -0.023
N -1.429 0.777 -3.698 0.002
N 1.933 0.944 3.224 0.012
N -2.566 -1.494 -2.402 0.001
N -1.418 1.178 2.751 0.002
C -0.139 4.114 0.877 -0.006
C -3.486 -2.256 -1.504 0.001
C 0.350 -2.521 2.498 -0.003
C 1.960 -1.405 -4.292 0.002
C 2.759 1.302 5.477 0.000
C -3.199 0.739 -5.380 0.000
C -1.123 3.751 -0.204 0.030
C -5.266 3.679 -2.998 0.000
C -0.037 -3.026 3.927 0.000
C -3.382 2.158 -3.245 0.000
C 0.949 -2.377 -4.887 0.000
C -5.764 -0.768 2.880 0.000
C 4.330 0.063 -1.241 -0.021
C -1.941 0.501 4.986 0.000
C -0.757 4.651 2.173 -0.001
C 3.767 -0.385 3.890 -0.002
C -0.103 4.869 4.419 0.000
C 2.502 0.284 4.321 0.007
C 3.852 -0.427 -7.218 0.000
C -3.778 0.588 3.069 0.000
C 2.840 -0.022 7.495 0.000
C 5.121 -0.206 -2.511 -0.002
C 3.580 -4.140 1.771 0.000
C 2.540 -0.508 -5.358 -0.001
C -4.950 -4.851 -0.633 0.000
C -2.333 0.306 3.474 0.001
C -4.330 -1.131 -0.893 0.000
C -2.421 1.612 -4.347 0.000
C -4.322 -3.265 -2.342 0.000
C 1.343 -3.376 1.767 0.001
C 6.438 1.104 -4.087 0.000
C 3.987 -1.131 -0.273 0.021
H 0.572 0.020 -3.779 0.000
H -1.907 -0.086 -3.479 -0.001
H -0.468 -4.025 3.988 0.000
H 4.459 -0.764 -3.173 -0.002
H 3.125 -5.090 1.493 0.000
H -4.786 4.271 -2.218 0.000
H -0.976 0.008 5.100 0.000
H -0.796 -2.411 4.411 0.000
H 0.848 4.883 4.952 0.000
H -1.719 2.880 0.066 -0.005
H 2.536 0.413 -2.197 -0.015
H -2.577 0.009 5.721 0.000
H -1.684 -1.981 -2.473 0.000
H -2.662 0.531 -6.306 0.000
H -6.382 0.101 2.648 0.000
H 0.730 -3.064 -4.070 0.000
H 1.826 1.651 5.921 0.000
H -1.461 -1.793 1.937 0.001
H 3.210 -1.786 -0.667 -0.002
H 4.390 0.449 -6.856 0.000
H -0.850 5.492 4.911 0.000
H 3.916 -3.795 0.793 0.000
H -1.453 0.852 1.796 0.001
H 1.927 0.418 7.895 0.000
H 0.582 -1.456 2.534 0.007
H 3.081 -0.102 -7.917 0.000
H 4.863 -1.730 -0.023 0.000
H -2.130 -0.737 3.230 -0.001
H 1.657 -0.086 -5.839 0.000
H 1.470 -2.825 0.835 -0.001
H -4.790 -2.780 -3.199 0.000
H 0.935 3.234 2.137 0.015
H 0.866 -1.123 -2.714 -0.002
H -1.476 3.964 2.620 0.001
H -3.710 -4.038 -2.807 0.000
H 4.544 -1.034 -7.802 0.000
H 1.898 0.306 2.442 -0.003
H -0.687 -2.361 0.815 0.001
H 4.342 -4.192 2.548 0.000
H 3.596 1.427 -2.320 0.009
H -3.472 -0.239 -4.983 0.000
H -0.547 0.707 2.947 0.001
H -3.933 0.543 1.992 0.000
H -2.873 2.688 -2.440 0.000
H -5.855 2.840 -2.628 0.000
H 4.393 0.278 3.292 0.000
H -4.884 -4.388 0.352 0.000
H -5.519 -1.196 1.908 0.000
H -0.683 3.525 -1.175 -0.005
H 0.019 -1.914 -5.218 0.000
H -3.786 -0.536 -0.159 0.000
H -5.682 -5.657 -0.575 0.000
H 3.581 -0.742 0.661 0.012
H 3.496 -1.200 3.219 0.001
H 6.438 2.100 -4.530 0.000
H 3.269 2.226 5.204 0.000
H 6.352 0.345 -4.865 0.000
H 3.137 0.259 -4.863 0.000
H -1.232 1.149 -2.780 0.003
H 0.951 -4.393 1.752 0.000
H -1.870 1.541 5.305 0.000
H 1.814 -0.513 4.604 -0.001
H 3.589 0.005 8.287 0.000
H 1.376 -3.016 -5.660 0.000
H -2.993 -2.781 -0.685 0.000
H -4.114 -5.479 -0.940 0.000
H 2.734 -1.938 -3.740 0.000
H 2.621 1.660 3.037 0.010
H 2.635 -1.035 7.148 0.000
H 7.382 0.988 -3.556 0.000
H -1.863 4.541 -0.330 0.000
H 0.599 4.801 0.464 -0.001
H 4.977 0.723 -0.663 -0.004
H -6.473 -1.400 3.414 0.000
H -4.008 1.602 3.396 0.000
H -0.564 3.912 4.663 0.000
H -1.894 2.424 -4.847 0.000
H 0.833 -3.074 4.581 0.000
H -1.234 5.630 2.218 -0.002
H 4.203 -0.878 4.758 0.000
H 5.988 -0.800 -2.222 -0.001
H -3.936 1.298 -2.868 0.000
H -4.174 1.173 -5.605 0.000
H -2.299 -0.732 -1.794 -0.001
H -5.908 4.340 -3.580 0.000
H -5.156 -1.544 -0.315 0.000
H -0.137 2.332 1.503 -0.044
H -4.864 -0.541 -1.637 0.000

---

(2)
146
Properties=species:S:1:pos:R:3:mulliken_charge:R:1 method="wB97M-V/def2-TZVPD" e_homo_ha=-0.3838 charge=+1 gap_ev=6.64 relative_energy_kj_mol=110.7
Pb -3.181 -1.953 -0.621 1.411
S -0.627 0.863 0.049 0.090
S -0.457 -1.067 1.517 0.675
F -1.600 1.471 -1.090 -0.395
F -1.303 -2.451 1.586 -0.447
O -0.663 -0.540 2.814 -0.535
O -0.648 1.902 1.025 -0.625
O 2.427 4.793 -1.911 -0.403
O 3.011 0.376 2.415 0.137
O -3.350 6.183 -1.487 -0.453
O 4.610 -3.681 2.169 -0.409
O -1.019 -2.630 -2.027 -0.124
O 0.819 -1.546 1.131 -0.161
O 0.540 0.707 -0.754 -0.131
O -4.830 -0.430 0.695 -0.325
O 1.063 0.763 -5.538 -0.266
O -1.632 -4.179 4.405 -0.153
N 1.931 7.901 -0.044 -0.665
N -1.480 -0.429 0.309 0.544
N -4.554 4.185 0.232 -0.601
N 3.344 -5.160 0.120 -0.610
N -3.928 -3.002 1.628 -0.107
N 3.566 0.209 -0.520 -0.293
N 1.711 -5.104 3.101 -0.669
N -2.754 -4.645 -0.976 -0.338
N -1.782 0.791 -5.115 -0.541
C -0.636 -4.000 -2.153 -0.740
C 2.710 6.889 -0.758 0.334
C -0.230 -4.343 4.461 -1.039
C -1.280 -4.781 -1.042 1.401
C -3.399 5.046 0.576 0.580
C 4.166 -3.958 -0.204 0.072
C 3.546 1.437 1.619 -0.605
C 3.418 -3.252 -1.334 -0.947
C -2.129 -3.864 5.712 -0.880
C 4.380 0.879 0.470 0.764
C 5.090 2.077 -0.154 -1.640
C -2.519 4.441 1.660 -1.053
C 2.273 0.867 3.490 -0.699
C -0.817 -6.239 -1.028 -1.758
C -0.485 -1.799 -3.089 -0.671
C 1.738 5.819 -1.246 -0.384
C -2.591 5.284 -0.679 -0.564
C -1.696 3.128 -4.539 -1.176
C -4.970 -2.199 2.305 0.431
C -1.027 2.037 -5.383 0.521
C 5.103 -2.819 3.142 -0.520
C 0.228 -5.024 3.182 2.246
C -4.934 0.983 0.420 -0.867
C -4.721 -0.731 2.076 -0.956
C 1.202 0.860 -6.932 -0.798
C 1.719 3.598 -1.989 -0.432
C -0.307 -6.448 3.128 -1.702
C -4.977 -2.517 3.799 -1.556
C 0.391 1.846 -4.916 -0.162
C -2.777 6.382 -2.772 -0.485
C 3.818 6.261 0.099 -1.287
C 4.204 -3.021 0.989 0.183
H -2.873 5.455 -3.338 0.133
H 3.285 -3.903 -2.204 0.448
H -1.227 -6.825 -1.857 0.442
H -2.780 3.044 -4.505 0.405
H -0.951 -4.399 -3.132 0.379
H 3.958 -2.400 -1.760 0.495
H 5.184 0.281 0.907 0.085
H 2.342 2.732 -2.205 0.321
H 2.608 -4.813 0.728 -0.226
H 1.990 -4.124 3.040 0.152
H -0.927 2.395 -6.416 0.314
H -1.507 -3.109 6.197 0.356
H 1.721 -0.036 -7.260 0.263
H 5.100 -4.286 -0.654 0.411
H -1.355 -6.490 3.443 0.360
H -5.452 -0.173 2.673 0.603
H 2.816 1.544 4.161 0.375
H -1.451 4.378 1.480 0.088
H 5.471 -3.305 4.042 0.330
H -3.096 -3.027 2.215 -0.084
H -5.172 1.119 -0.627 0.342
H 4.329 5.450 -0.420 0.252
H 4.341 -2.093 3.461 0.067
H 1.809 1.717 -7.256 0.308
H 3.242 -2.510 1.122 -0.082
H -5.935 -2.493 1.888 0.336
H -5.025 -3.583 3.996 0.425
H 1.290 3.354 -0.999 0.194
H 0.557 -2.016 -3.310 0.399
H -1.169 -6.725 -0.117 0.386
H 2.762 2.071 1.173 0.037
H 1.884 -5.498 2.185 0.364
H 0.456 -4.036 -2.170 0.180
H 5.935 -2.207 2.763 0.316
H -3.820 6.007 0.884 0.453
H -1.687 5.852 -0.425 0.330
H 0.229 -7.119 3.797 0.381
H 2.423 -2.895 -1.045 -0.306
H -5.830 -2.015 4.263 0.498
H 2.550 8.567 0.396 0.286
H -1.411 4.110 -4.931 0.435
H 3.201 7.268 -1.658 0.326
H -2.671 4.984 2.600 0.409
H 3.488 5.901 1.075 0.250
H -3.755 -0.369 2.461 0.258
H 0.831 3.612 -2.635 0.171
H 0.100 -5.014 5.266 0.536
H 1.341 1.372 3.202 0.121
H -4.263 -3.950 1.500 0.275
H 2.974 -0.474 -0.059 -0.009
H -1.106 -1.914 -3.980 0.269
H 1.139 5.414 -0.419 0.077
H 0.268 -6.304 -1.113 0.372
H -5.126 4.744 -0.398 0.255
H -1.771 6.812 -2.708 0.228
H -3.170 -3.570 5.641 0.172
H -2.887 3.455 1.967 0.114
H 2.971 0.815 -1.062 -0.079
H 4.972 -2.266 0.749 0.352
H 5.538 1.930 -1.141 0.448
H 1.401 7.378 0.645 0.247
H -2.347 4.362 -1.216 0.079
H -2.984 -5.063 -0.082 0.235
H -2.057 -4.796 6.286 0.328
H 0.249 0.989 -7.456 0.324
H -2.588 0.814 -5.737 0.275
H 1.095 6.300 -1.993 0.251
H -3.974 1.432 0.692 0.239
H -0.654 -0.802 -2.686 0.037
H -3.370 7.180 -3.225 0.315
H 0.303 -3.392 4.594 0.333
H 3.891 -5.728 0.768 0.431
H -3.219 -5.121 -1.741 0.226
H 4.507 2.993 -0.301 0.109
H 0.498 1.625 -3.849 -0.347
H -5.680 1.483 1.041 0.361
H 0.959 2.786 -4.991 0.462
H -5.129 4.040 1.057 0.264
H 1.948 0.025 4.106 0.194
H -1.203 0.027 -5.466 0.286
H -0.308 -6.829 2.104 0.347
H 4.115 2.065 2.323 0.541
H -0.063 -4.458 2.289 -0.908
H -0.850 -4.386 -0.111 -0.651
H -4.122 -2.007 4.253 0.297
H -1.338 3.098 -3.506 -0.207
H 4.577 7.039 0.234 0.420
H 5.950 2.340 0.471 0.496

---

(3)
147
Properties=species:S:1:pos:R:3:mulliken_spin:R:1 method="wB97M-V/def2-TZVPD" e_homo_ha="-0.2646 / -0.2706" gap_ev="7.55 / 7.72" spin_multiplicity=2
S -7.490 1.423 -4.484 0.000
S -3.378 2.283 -8.671 0.000
S 2.731 -3.311 0.464 0.000
S -7.255 -2.398 2.189 0.000
S 7.532 5.763 -0.588 0.000
S -4.554 -0.038 -0.050 0.000
S -3.959 -0.997 -5.650 0.000
S 9.765 -3.408 0.013 0.000
S -4.748 -6.832 3.890 0.000
S 8.978 -0.438 2.115 0.000
S 3.978 4.386 -1.362 0.000
P 3.217 1.878 2.287 0.002
O -5.729 -6.504 2.819 0.000
O -6.325 2.170 -5.038 0.000
O 3.049 4.344 -0.195 0.000
O 6.605 6.565 -1.434 0.000
O 3.582 3.398 2.860 0.000
O -7.970 -1.230 2.785 0.000
O -2.919 0.995 -8.079 0.000
O 8.879 -1.638 2.990 0.000
O 2.610 -1.849 0.696 0.000
O 8.896 -3.192 -1.176 0.000
O -4.916 -1.220 -4.519 0.000
O -0.468 0.843 5.235 0.534
O -4.208 -1.318 0.633 0.000
N -0.922 1.201 4.087 0.384
N 0.868 2.318 0.987 0.002
C -3.087 -2.549 -5.876 0.000
C 1.069 -3.981 0.604 0.000
C 11.376 -3.899 -0.618 0.000
C -0.664 2.654 3.807 -0.021
C 3.283 3.295 -2.603 0.000
C -4.639 2.922 -7.570 0.000
C -0.724 -1.186 3.636 -0.010
C -6.933 -3.563 3.506 0.000
C -2.581 -0.081 -4.972 0.000
C -7.675 -0.069 -5.453 0.000
C 8.683 6.924 0.156 0.000
C 9.326 -5.013 0.688 0.000
C -3.180 -7.121 3.067 0.000
C -0.607 0.211 3.010 -0.010
C -5.055 -8.538 4.354 0.000
C -4.482 1.850 -10.020 0.000
C -8.966 2.241 -5.104 0.000
C -8.504 -3.396 1.366 0.000
C -5.833 0.762 0.924 0.000
C 7.314 0.204 1.931 0.000
C 6.649 5.381 0.931 0.000
C -1.617 0.280 1.843 0.065
C 9.586 0.901 3.151 0.000
C -0.925 3.425 5.112 0.008
C 3.354 -4.016 1.995 0.000
C -1.601 3.223 2.736 0.010
C 3.665 5.923 -2.220 0.000
C 0.814 2.801 3.405 0.057
C 3.747 0.887 3.720 0.000
C 1.321 1.849 2.311 -0.048
C 0.857 0.409 2.564 0.039
C -5.605 -0.471 -1.434 0.000
H 4.805 1.075 3.904 0.001
H -1.603 -1.245 4.278 -0.008
H -1.410 2.825 1.747 0.004
H 0.624 -3.633 1.537 0.000
H -2.851 -6.166 2.662 0.000
H 6.240 6.302 1.347 0.000
H -8.603 -0.571 -5.179 0.000
H 6.745 -0.515 1.346 0.000
H -5.392 1.071 1.869 0.000
H -7.858 -3.758 4.049 0.000
H -2.042 -0.694 1.619 0.005
H -4.282 -8.869 5.047 0.000
H 10.613 0.663 3.421 0.000
H -1.477 4.305 2.706 -0.001
H 8.122 7.732 0.625 0.000
H -6.654 0.071 1.114 0.000
H -6.202 -3.103 4.168 0.000
H 1.501 3.017 0.600 0.001
H 3.998 6.727 -1.568 0.000
H 1.109 -5.070 0.570 0.000
H -3.882 1.380 -10.796 0.000
H -8.875 -2.823 0.518 0.000
H -4.155 3.201 -6.637 0.000
H 4.255 5.942 -3.135 0.000
H 7.344 1.158 1.403 0.000
H 3.349 2.280 -2.216 0.000
H 0.495 -3.606 -0.240 0.000
H 9.299 6.401 0.888 0.000
H -1.802 -0.010 -5.730 0.000
H -3.802 -3.273 -6.262 0.000
H -5.232 1.150 -9.651 0.000
H -9.317 -3.602 2.062 0.000
H -9.020 3.224 -4.640 0.000
H 4.377 -3.666 2.120 0.000
H 3.186 1.086 4.639 0.002
H 3.613 -0.161 3.451 0.000
H -2.639 3.009 3.005 -0.009
H 0.912 1.539 0.337 0.000
H 1.434 2.710 4.299 0.013
H 9.311 7.318 -0.640 0.000
H -1.181 0.717 0.947 0.002
H -1.379 4.390 4.884 0.001
H 5.843 4.692 0.689 0.000
H 1.494 -0.080 3.298 0.016
H -5.009 -1.015 -2.164 0.000
H 0.930 3.826 3.039 -0.006
H -0.005 3.618 5.662 0.001
H -8.045 -4.321 1.018 0.000
H 8.970 0.969 4.047 0.000
H -2.694 -2.885 -4.917 0.000
H -4.950 2.754 -10.410 0.000
H 7.334 4.910 1.636 0.000
H -2.456 0.917 2.118 -0.031
H 0.151 -1.449 4.228 0.003
H 3.232 4.061 2.243 0.000
H 11.804 -3.034 -1.119 0.000
H -2.225 -0.586 -4.074 0.000
H -6.528 -4.481 3.076 0.000
H -9.842 1.654 -4.831 0.000
H 6.865 0.322 2.917 0.000
H 8.319 -4.926 1.089 0.000
H -5.989 0.439 -1.896 0.000
H 2.241 3.565 -2.775 0.000
H 10.018 -5.268 1.491 0.000
H 9.354 -5.756 -0.108 0.000
H 2.598 6.002 -2.427 0.000
H -2.284 -2.401 -6.598 0.000
H -1.611 2.877 5.753 -0.002
H -7.691 0.194 -6.513 0.000
H -6.026 -8.571 4.843 0.000
H 9.558 1.833 2.587 0.000
H -6.823 -0.713 -5.229 0.000
H 0.973 -0.163 1.638 -0.003
H 3.342 -5.104 1.928 0.000
H 2.736 -3.668 2.823 0.000
H -2.452 -7.486 3.792 0.000
H -6.187 1.639 0.381 0.000
H -3.327 -7.839 2.262 0.000
H -5.067 -9.156 3.457 0.000
H -5.374 2.147 -7.365 0.000
H -0.834 -1.920 2.836 -0.001
H -5.103 3.799 -8.021 0.000
H -8.889 2.343 -6.187 0.000
H -6.422 -1.098 -1.074 0.000
H 3.865 3.382 -3.520 0.000
H 12.015 -4.198 0.214 0.000
H -2.950 0.913 -4.729 0.000
H 11.252 -4.717 -1.327 0.000

---

no.,strongest force on any atom (eV/A)
1,5.6
2,7.2
3,1.1